Density functional theory data (ωB97M-V/def2-TZVPD) for C52H57CaIN6O2PS2Si as an isolated structure.

Summary:
net charge = 0
F_max = 2.1 eV Å⁻¹
gap between HOMO and LUMO (alpha / beta) = 6.274 / 6.550 eV
spin multiplicity = 2
M = 1088.24 g/mol

```
123
Properties=species:S:1:pos:R:3:forces:R:3
Ca -0.497 -0.743 -1.913 -0.3750 1.5323 1.3608
S -0.976 1.399 0.681 -0.1036 -0.0125 -0.6982
C -0.313 2.329 1.935 -0.8254 0.1050 -0.1738
N -1.114 3.252 2.570 0.2033 -0.3559 -0.0859
C -0.507 4.166 3.499 0.4044 0.1313 0.3461
C 0.479 3.368 4.356 -0.4223 0.2073 0.0656
N 1.471 2.767 3.504 -0.2674 -0.0149 -0.2400
C 2.844 3.207 3.631 0.3411 -0.1500 0.0408
C 3.055 4.614 3.128 -0.0447 0.0592 0.1932
C 2.667 4.963 1.839 -0.0028 -0.0346 -0.0572
C 2.847 6.254 1.378 -0.0316 -0.0033 -0.0323
C 3.414 7.213 2.200 0.1162 0.1024 0.0528
C 3.804 6.873 3.484 0.0231 0.1633 0.0223
C 3.618 5.583 3.947 0.0123 -0.1586 -0.0267
C 1.029 2.198 2.328 0.9422 -0.2507 0.4052
S 2.158 1.311 1.419 0.4422 -0.0072 -0.3332
C -2.548 3.269 2.417 -0.2496 0.0329 -0.0823
C -3.045 4.558 1.820 -0.0571 0.0187 0.1095
C -2.935 4.769 0.451 -0.0297 -0.0063 -0.0670
C -3.369 5.956 -0.110 0.0555 0.0010 -0.0425
C -3.912 6.945 0.695 -0.0760 0.1069 0.0043
C -4.037 6.737 2.058 -0.0043 0.1516 0.0075
C -3.602 5.548 2.617 -0.0187 -0.1009 -0.0158
H -1.285 4.628 4.110 0.0439 -0.0321 -0.0157
H 0.041 4.962 2.970 -0.1359 -0.0558 0.1217
H -0.073 2.571 4.877 0.0373 0.1747 0.0408
H 0.968 3.999 5.098 -0.0088 0.0105 -0.0496
H 3.448 2.510 3.040 -0.0532 0.1528 0.2704
H 3.142 3.128 4.681 0.0014 0.0295 -0.0767
H 2.231 4.216 1.192 -0.0399 -0.0962 -0.0706
H 2.544 6.512 0.374 -0.0297 0.0226 -0.1019
H 3.567 8.219 1.837 -0.0170 0.1092 -0.0308
H 4.250 7.614 4.131 0.0348 0.0864 0.0359
H 3.925 5.317 4.950 0.0043 -0.0011 0.0830
H -3.023 3.105 3.396 0.0367 0.0123 -0.0584
H -2.801 2.450 1.738 0.0023 0.1108 0.2630
H -2.522 3.986 -0.169 0.1153 -0.0900 -0.0439
H -3.283 6.111 -1.176 -0.0002 0.0089 -0.0654
H -4.246 7.875 0.259 -0.0352 0.0750 -0.0433
H -4.467 7.505 2.686 -0.0319 0.0379 0.0267
H -3.708 5.375 3.680 -0.0098 0.0132 0.0990
I -3.086 1.088 -2.632 -0.0394 -0.6762 -0.2818
C -3.935 -0.635 -3.617 -0.1218 0.7976 -0.0002
C -5.024 -0.385 -4.404 0.1773 0.3051 0.1841
C -5.711 -1.455 -4.994 -0.0593 -0.3086 -0.0713
C -5.316 -2.735 -4.739 -0.1852 0.1178 -0.1273
C -4.201 -3.000 -3.921 0.1436 0.2584 0.1134
C -3.854 -4.327 -3.603 0.1239 -0.1503 0.1484
C -2.792 -4.574 -2.781 -0.1525 -0.1971 -0.0328
C -2.000 -3.509 -2.325 0.0804 0.4002 -0.0366
C -2.253 -2.177 -2.603 -0.2615 -0.3022 -0.1716
C -3.427 -1.928 -3.368 0.0074 -0.3868 -0.0431
H -5.371 0.625 -4.568 0.0084 0.0604 0.0220
H -6.562 -1.253 -5.625 -0.1133 0.0171 -0.0768
H -5.859 -3.577 -5.145 -0.0838 -0.0421 -0.0875
H -4.448 -5.131 -4.018 -0.0439 -0.0715 0.0204
H -2.547 -5.590 -2.497 0.0251 -0.0501 -0.0429
H -1.152 -3.759 -1.691 0.1334 -0.1076 0.0112
C 3.576 -2.847 1.561 0.5599 0.0872 0.2381
N 2.519 -2.836 0.490 0.1756 -0.1152 -0.4690
C 1.952 -4.226 0.366 -0.0475 -0.4624 -0.2773
N 1.461 -4.706 1.609 0.0941 -0.3929 -0.0352
C 2.512 -4.669 2.612 0.1281 -0.1590 -0.0093
N 3.058 -3.337 2.791 0.3957 -0.2423 0.1376
C 2.081 -2.431 3.377 -0.4675 0.2813 0.0225
P 0.492 -2.191 2.368 0.8684 -0.1851 0.5394
C 1.457 -1.861 0.797 -0.6866 0.6463 0.3347
C 0.253 -4.026 2.040 -0.3856 0.4280 0.1558
H 3.939 -1.821 1.676 -0.0675 -0.1038 -0.1057
H 4.395 -3.489 1.216 -0.2301 0.1319 -0.0938
H 2.965 -2.577 -0.424 -0.2203 -0.1312 0.5433
H 2.755 -4.887 0.021 -0.0148 0.2541 -0.0725
H 1.147 -4.197 -0.375 0.1496 0.0700 0.0047
H 3.318 -5.342 2.296 -0.0806 0.0642 0.0603
H 2.101 -5.020 3.560 0.0821 0.0057 -0.0414
H 2.548 -1.449 3.507 -0.0748 -0.0092 0.0097
H 1.827 -2.804 4.372 -0.0478 0.0352 0.0215
H 1.897 -0.861 0.904 -0.0695 -0.2843 -0.1189
H 0.748 -1.836 -0.031 0.2800 -0.2457 0.1232
H -0.514 -4.125 1.266 0.0302 -0.0179 0.1178
H -0.109 -4.517 2.947 -0.0388 0.0622 -0.0422
O -1.307 -1.968 0.716 0.5820 -0.2550 -1.0404
N -2.484 -1.469 0.903 -0.9371 0.4410 0.3489
C -3.490 -1.862 0.109 -0.5675 -0.3278 -0.3452
C -4.737 -1.285 0.179 0.0023 0.2457 0.3155
C -4.976 -0.295 1.127 0.2091 -0.2485 -0.0845
C -3.948 0.041 1.990 -0.1191 -0.1262 -0.0503
C -2.700 -0.539 1.855 -0.1933 -0.1066 0.3102
H -3.235 -2.629 -0.607 -0.0294 0.1178 0.2420
H -5.507 -1.616 -0.499 -0.0207 -0.0429 -0.0978
H -5.939 0.185 1.200 -0.0827 0.0275 0.0223
H -4.103 0.776 2.762 0.0706 0.0645 0.0983
H -1.860 -0.319 2.491 0.0221 -0.0910 -0.0197
C -0.628 -5.342 -4.953 0.0775 -0.0344 -0.1403
C -0.724 -4.058 -5.471 -0.0543 -0.1074 -0.0944
C 0.071 -3.053 -4.960 0.0327 0.1950 -0.1455
C 0.982 -3.278 -3.928 0.4003 -0.0977 0.1720
C 1.065 -4.575 -3.438 0.1726 -0.0658 0.1621
C 0.283 -5.597 -3.945 -0.1222 -0.2531 -0.0338
Si 1.746 -1.712 -3.174 0.9266 -0.1425 -0.6284
C 3.454 -1.897 -2.309 -0.0877 -0.4661 -0.2666
C 4.078 -0.693 -1.964 -0.2315 0.0705 -0.0899
C 5.311 -0.659 -1.348 0.1492 0.0136 0.1531
C 5.968 -1.842 -1.038 0.0554 -0.0015 -0.0027
C 5.387 -3.049 -1.380 0.1076 -0.0811 0.0668
C 4.141 -3.076 -1.997 0.0819 -0.0273 -0.4104
H -1.262 -6.130 -5.333 -0.0341 -0.0752 -0.0360
H -1.426 -3.842 -6.265 -0.0442 0.0089 -0.0158
H -0.017 -2.051 -5.366 -0.0536 0.0612 -0.0565
H 1.753 -4.808 -2.634 0.0630 -0.0452 0.0590
H 0.378 -6.597 -3.540 -0.0120 -0.0671 0.0193
H 2.287 -1.082 -4.427 -0.1786 0.1869 0.0369
H 3.577 0.232 -2.212 -0.0742 0.1854 0.0616
H 5.772 0.288 -1.115 0.0237 0.1300 0.0613
H 6.933 -1.822 -0.554 0.1018 0.0153 0.0317
H 5.922 -3.968 -1.183 -0.0219 -0.1359 0.0248
H 3.722 -4.029 -2.293 -0.0077 -0.0858 -0.0100
C 1.234 2.866 -1.766 -0.0184 0.2740 -0.1105
O 1.148 1.474 -1.562 -0.1084 -0.6042 -0.1578
H 2.203 3.254 -1.431 -0.0426 -0.0435 -0.0366
H 0.443 3.400 -1.227 -0.0221 -0.0312 -0.0176
H 1.129 3.054 -2.835 0.0069 0.0314 0.0306
H 1.272 1.335 -0.594 0.0607 0.0276 -0.0342
```
Forces are in eV/Å.